1.
80
Properties=species:S:1:pos:R:3:forces:R:3 method="wB97M-V/def2-TZVPD" charge=+3 multiplicity=2 e_lumo_ha="-0.433 / -0.459" de_lowest_kcal_mol=9.9 gap_ev="4.56 / 3.75" e_homo_ha="-0.6007 / -0.5970" total_energy_ev=-140656.6527
Pd 1.163620 -0.161259 -1.278632 0.9561 1.5098 -0.2702
I 3.921720 0.172941 -0.758532 -1.5205 0.6491 -0.7792
C 3.714920 2.168041 -1.486832 0.6285 0.0647 0.2919
C 4.801920 3.005841 -1.323432 -0.5769 -0.9538 0.1585
C 4.759820 4.295941 -1.842432 -0.4694 0.4811 -0.4683
C 3.662020 4.696641 -2.571032 0.6317 -0.1727 0.3243
C 2.551920 3.848441 -2.757432 -0.2598 -0.3240 -0.0290
C 1.461320 4.261341 -3.546032 -0.5033 -0.3451 0.0248
C 0.323220 3.489641 -3.618332 0.6361 0.5539 -0.1086
C 0.245920 2.289541 -2.905932 -0.0135 -1.5444 0.9316
C 1.333520 1.770541 -2.205932 -0.3587 0.2736 -0.1995
C 2.525120 2.548441 -2.146132 0.5172 -0.5886 0.6154
H 5.677820 2.658741 -0.796632 0.1239 0.0222 0.0403
H 5.598420 4.954241 -1.686032 0.0758 0.1170 -0.0425
H 3.632620 5.684941 -3.003532 -0.0035 0.0801 -0.1020
H 1.524520 5.192341 -4.091632 -0.0247 0.0974 0.0574
H -0.521680 3.817941 -4.205532 -0.0884 -0.0467 0.0224
H -0.720580 1.782941 -2.902932 0.2107 0.0340 -0.0762
C 1.076420 1.930341 1.747068 -0.0536 -0.3516 -0.4350
C -0.342280 2.484441 1.619367 -0.0574 -0.4757 0.0437
C -0.952580 2.357441 0.232968 0.1626 -0.2021 -0.1192
Sb -1.484380 0.210041 -0.309033 -1.3861 0.8204 -1.3288
C -1.655280 -1.033959 -2.247332 0.3702 0.8832 0.9009
C -2.484380 -2.119759 -2.015732 -0.2929 -0.3352 0.3974
C -2.824080 -2.935359 -3.087433 0.0902 0.1514 0.3361
C -2.309180 -2.664559 -4.346932 -0.0100 -0.1945 -0.1477
C -1.421980 -1.621259 -4.530632 0.1932 0.2579 0.1236
C -1.042080 -0.810559 -3.460132 0.2354 0.2201 -0.6761
C -3.667880 0.390841 -0.119433 0.9808 -0.3827 0.6382
C -4.189080 0.585641 1.148268 0.0358 -0.0758 0.4941
C -5.564980 0.576041 1.317068 0.1154 0.1548 0.0685
C -6.395980 0.398541 0.221167 -0.1184 -0.0081 0.0012
C -5.858980 0.222841 -1.044032 0.1146 0.2367 -0.0100
C -4.484580 0.220341 -1.221632 0.2021 -0.2495 -0.6914
Sb 1.089120 -0.295059 1.548968 0.5475 0.6066 2.2842
C 2.759620 -1.432659 2.492068 -0.8547 0.4589 -0.9200
C 4.008920 -0.882959 2.714968 0.2828 0.2491 -0.4876
C 5.066920 -1.755559 2.942868 -0.2913 0.3223 0.3370
C 4.842720 -3.123959 2.976268 0.1179 -0.4016 0.0440
C 3.583720 -3.655359 2.732668 -0.2220 0.2283 0.3967
C 2.514620 -2.796659 2.519168 -0.3412 -0.2767 -0.3982
C -0.442580 -0.758059 3.040768 0.1522 -0.1613 -1.2582
C -0.365180 -0.079159 4.242868 0.1531 0.3027 -0.0046
C -1.334180 -0.317159 5.207268 0.1849 -0.0211 -0.0452
C -2.351480 -1.224059 4.949968 -0.2448 -0.1604 0.0856
C -2.408780 -1.909159 3.746368 0.0737 -0.0950 0.0573
C -1.432280 -1.690859 2.782568 -0.3643 -0.1061 -0.2799
H 1.489320 2.191041 2.721868 0.1364 -0.2799 0.0355
H 1.731720 2.327941 0.962167 -0.0444 -0.1472 0.1678
H -0.305080 3.561641 1.833768 0.0290 -0.0946 0.0204
H -0.996980 2.045641 2.381868 0.0663 0.1120 -0.0230
H -0.254580 2.721841 -0.522532 -0.1650 -0.1886 -0.0453
H -1.897480 2.896941 0.162968 -0.1158 -0.2761 -0.0797
H -2.861680 -2.344959 -1.020532 -0.0369 0.0113 -0.2049
H -3.457580 -3.795859 -2.923732 -0.0855 0.0435 0.0161
H -2.563180 -3.306259 -5.181132 -0.0235 0.0382 0.0115
H -0.997080 -1.427859 -5.504132 0.0586 -0.0179 -0.0653
H -0.287280 -0.052059 -3.639932 -0.2937 -0.0685 0.0314
H -3.540680 0.724041 2.003368 -0.0138 -0.0718 0.1172
H -5.984980 0.698341 2.304367 -0.0090 0.0805 0.0535
H -7.468980 0.414641 0.348968 -0.0392 -0.0915 0.0375
H -6.500480 0.099941 -1.902332 -0.0657 0.0318 -0.0884
H -4.077280 0.113741 -2.217532 -0.0232 -0.1367 -0.0091
H 4.178620 0.186641 2.701668 0.0292 -0.0140 -0.0852
H 6.054820 -1.351759 3.106768 0.0561 -0.0147 0.1651
H 5.656720 -3.792459 3.227168 0.0676 0.0172 -0.2445
H 3.409820 -4.722159 2.710768 0.0752 -0.0200 0.1281
H 1.523620 -3.204559 2.325168 0.2126 0.0544 -0.0282
H 0.432820 0.618641 4.444268 0.1152 0.1504 0.0938
H -1.277280 0.196741 6.157168 -0.0159 -0.0043 0.0115
H -3.096380 -1.418859 5.708468 -0.0525 0.0351 0.0246
H -3.189580 -2.633259 3.558668 -0.0172 -0.0233 0.0511
H -1.447780 -2.273459 1.866168 0.0349 0.0557 -0.0192
F -0.045580 -2.311659 -0.356432 0.7633 -0.3761 -0.2125
As 1.200820 -3.483059 -1.244732 -0.6309 1.7265 0.9169
F -0.130380 -4.155359 -2.069732 0.6672 0.1625 0.2333
F 1.274020 -2.111859 -2.479732 0.0012 -1.5092 0.5465
F 2.452320 -4.327459 -1.961332 -0.1026 0.0151 -0.0684
F 2.351720 -2.374659 -0.333233 -0.5166 -0.7510 -0.5910
F 1.037920 -4.457859 0.158068 0.2022 0.2484 -0.6949

2.
75
Properties=species:S:1:pos:R:3:forces:R:3 method="wB97M-V/def2-TZVPD" charge=+1 multiplicity=3 e_lumo_ha="-0.091 / -0.117" de_lowest_kcal_mol=56.5 gap_ev="7.45 / 6.69" e_homo_ha="-0.3649 / -0.3629" total_energy_ev=-240076.6255
Ni -0.763725 -0.417688 -0.736481 0.0903 0.1279 0.1990
C 1.175412 -2.084629 1.567488 -0.0304 0.0010 0.1642
C 1.443899 -2.568717 0.131459 0.0661 -0.1269 -0.0364
P 1.716554 -1.086348 -0.926032 -0.2648 0.0530 0.0644
C 0.976823 -1.361877 -2.558196 0.0109 -0.0511 -0.1413
C 1.374503 -0.492434 -3.581467 -0.0202 -0.0319 -0.0394
C 0.668432 -0.432202 -4.767350 0.0119 0.0087 -0.0133
C -0.457236 -1.226156 -4.960808 -0.0109 -0.0178 0.0135
C -0.864380 -2.085868 -3.957844 0.0128 -0.0340 0.0079
C -0.161929 -2.149987 -2.754776 0.0550 -0.1195 -0.0200
C 3.493015 -0.910159 -1.181343 0.0739 -0.0114 -0.0231
C 4.191570 -1.700211 -2.095694 -0.0228 -0.0295 0.0384
C 5.560499 -1.550322 -2.231495 0.0206 0.0105 0.0082
C 6.238986 -0.618247 -1.453806 0.0063 -0.0063 -0.0031
C 5.549397 0.171438 -0.547334 0.0069 0.0124 -0.0052
C 4.174781 0.032051 -0.415055 -0.0310 0.0299 -0.0302
P -0.038214 -0.690253 1.547098 0.0278 -0.1030 -0.3143
C 0.797414 0.864395 1.915803 0.0049 0.0321 0.1690
C 0.101706 2.024051 1.281549 -0.0838 0.0385 0.0027
C 0.635577 3.459644 1.487461 -0.0355 0.0228 -0.0176
C 2.038843 3.461600 2.003563 0.0933 -0.0404 0.0303
C 2.638481 2.364369 2.475467 0.0201 0.0847 0.0002
C 2.001267 1.040321 2.468436 -0.0977 -0.0744 -0.0902
C -1.244799 -0.981094 2.862413 0.0321 0.0107 0.1038
C -1.615353 0.037750 3.737378 0.0524 -0.0409 0.0515
C -2.644300 -0.166165 4.646140 -0.0061 0.0030 0.0097
C -3.305356 -1.383877 4.689739 0.0035 -0.0069 -0.0007
C -2.937260 -2.404618 3.822447 -0.0094 -0.0161 0.0085
C -1.916372 -2.202602 2.908556 -0.0532 0.0230 -0.0681
H 2.097799 -1.759774 2.051037 0.0029 0.0184 -0.0280
H 0.772710 -2.892497 2.180297 -0.0154 0.0240 0.0024
H 0.559486 -3.093666 -0.238350 0.0091 -0.0046 0.0160
H 2.273161 -3.276615 0.096820 0.0269 0.0451 -0.0365
H 2.238257 0.146118 -3.441574 0.0047 -0.0058 0.0129
H 0.993349 0.242230 -5.548166 0.0040 0.0039 -0.0038
H -1.001870 -1.176817 -5.893462 -0.0129 -0.0081 -0.0016
H -1.716474 -2.736301 -4.111546 -0.0020 0.0066 -0.0244
H -0.473761 -2.877008 -2.010635 0.0059 0.0261 0.0158
H 3.663035 -2.425290 -2.703204 0.0013 -0.0011 -0.0036
H 6.102039 -2.159262 -2.942858 0.0006 -0.0046 -0.0015
H 7.309310 -0.504619 -1.562506 0.0039 -0.0013 -0.0025
H 6.077480 0.904361 0.047850 0.0005 0.0020 0.0009
H 3.624965 0.666794 0.270834 0.0101 0.0007 0.0139
H -0.980699 1.988445 1.444902 0.0185 -0.0082 0.0127
H 0.015238 4.117263 2.102266 0.0100 0.0030 0.0043
H 2.564742 4.409606 2.031767 -0.0149 0.0156 -0.0124
H 3.641655 2.430627 2.877534 -0.0003 0.0096 0.0050
H 2.561446 0.210567 2.883788 0.0096 -0.0108 -0.0017
H -1.089961 0.984721 3.726307 0.0019 0.0018 -0.0108
H -2.924087 0.627883 5.325658 0.0014 0.0018 -0.0012
H -4.104675 -1.541210 5.401276 -0.0050 0.0000 0.0005
H -3.446802 -3.358414 3.857775 -0.0037 -0.0011 0.0047
H -1.651504 -3.000910 2.222673 0.0035 0.0018 -0.0019
Br -0.875295 6.222149 -0.086392 -0.0024 -0.0158 -0.0077
C -0.779868 4.370274 -0.485365 -0.0674 -0.0117 -0.0358
C -1.753694 3.757446 -1.157403 0.0597 0.1641 0.0653
C -1.735825 2.309796 -1.428822 0.0327 -0.1336 0.0188
C -0.735770 1.518354 -1.020863 -0.0688 0.1701 -0.0030
C 0.364300 2.153492 -0.237220 0.0336 -0.0455 0.0203
C 0.475941 3.693360 -0.048547 0.0299 0.0125 -0.0028
H -2.613968 4.327573 -1.484294 -0.0027 0.0109 0.0022
H -2.621068 1.909671 -1.914548 0.0108 -0.0367 -0.0089
H 1.344047 1.737217 -0.481047 -0.0027 0.0060 0.0141
H 1.336283 4.168428 -0.527461 0.0025 0.0035 0.0066
Br -5.559771 0.734689 1.972614 0.0044 -0.0144 -0.0282
C -4.777018 -0.195079 0.539523 0.0231 -0.0080 -0.0113
C -5.546395 -0.902655 -0.368857 -0.0171 0.0156 0.0304
C -4.899771 -1.560424 -1.401956 0.0297 -0.0123 -0.0044
C -3.521697 -1.491355 -1.485222 0.0225 -0.0459 0.0297
N -2.782685 -0.811193 -0.602740 -0.0395 0.0574 -0.1302
C -3.403100 -0.164779 0.387505 -0.0100 0.0030 0.0405
H -6.622745 -0.933819 -0.270297 -0.0032 -0.0014 -0.0024
H -5.457070 -2.120391 -2.138995 -0.0025 -0.0009 -0.0001
H -2.982733 -1.987330 -2.280098 -0.0114 0.0104 -0.0149
H -2.785198 0.396180 1.074709 -0.0042 0.0097 -0.0055

3.
80
Properties=species:S:1:pos:R:3:forces:R:3 method="wB97M-V/def2-TZVPD" charge=+2 multiplicity=2 e_lumo_ha="-0.312 / -0.259" gap_ev="4.83 / 6.30" e_homo_ha="-0.4893 / -0.4902" total_energy_ev=-123726.9900
Mn 0.383737 1.065820 0.010626 0.0527 0.7594 -0.2252
C 1.412444 1.173210 3.666223 -0.0885 -0.0467 -0.0362
C 0.345615 0.375935 3.001617 0.2657 0.3115 0.2969
N -0.088790 0.704578 1.820328 -0.4703 -1.4001 -0.4887
N -1.325438 0.273106 1.409761 -0.2707 0.6419 0.2459
C -1.693089 -0.185868 0.217744 0.5670 0.0565 0.0435
S -0.625819 -0.458745 -1.166212 -0.0258 -0.2987 0.4922
S -3.344179 -0.430782 -0.138280 -0.1830 -0.1186 -0.1810
C -4.277602 -0.138159 1.404516 -0.0371 -0.1287 0.2445
C -4.973863 -1.413923 1.826563 0.0260 0.2953 -0.0809
C -4.236049 -2.485007 2.308776 0.1540 -0.1307 0.0370
C -4.867590 -3.652820 2.702291 0.0378 0.0011 -0.0046
C -6.250555 -3.757834 2.612940 0.0376 -0.0551 0.0266
C -6.991541 -2.695093 2.125512 -0.0390 0.1116 -0.0430
C -6.353665 -1.524801 1.729186 -0.1273 0.0461 -0.0250
C -0.227918 -0.765988 3.711416 -0.0546 0.0839 -0.0703
C -0.554009 -0.663246 5.068671 0.0127 0.0169 0.0090
C -1.057851 -1.748309 5.752666 -0.0373 -0.0726 0.0236
C -1.205017 -2.964133 5.093097 -0.0060 0.0516 0.0400
C -0.857602 -3.101158 3.759068 0.0294 0.0072 -0.0681
C -0.365896 -2.005504 3.063843 -0.2277 -0.0511 -0.0002
O 0.020807 -2.046169 1.755158 0.4187 -0.1978 -0.1243
H 0.995846 1.531081 4.612887 0.0326 -0.0057 -0.0268
H 1.743445 2.021543 3.082642 0.0036 0.0179 -0.0498
H 2.258385 0.535621 3.926699 -0.0115 -0.0110 -0.0428
H -4.993332 0.654829 1.197549 0.0006 -0.0070 -0.1209
H -3.574769 0.232980 2.148664 0.0272 -0.0789 0.0003
H -3.154947 -2.408897 2.358689 -0.0125 -0.0062 0.0431
H -4.284448 -4.487029 3.072590 -0.0082 0.0222 0.0015
H -6.746925 -4.669171 2.920388 0.0154 0.0208 -0.0112
H -8.068600 -2.773259 2.050744 0.0352 0.0152 0.0006
H -6.939190 -0.693393 1.349420 0.0269 -0.0524 0.0250
H -0.444227 0.286158 5.577388 -0.0045 -0.0437 -0.0239
H -1.337647 -1.651912 6.792033 0.0038 -0.0088 -0.0074
H -1.601020 -3.821092 5.622277 0.0112 0.0169 0.0023
H -0.994958 -4.051759 3.264270 0.0001 -0.0199 -0.0053
O -1.295061 3.107187 0.703438 -0.0697 0.0056 0.0216
N -0.433200 2.812054 -0.331380 0.0403 -0.2299 0.0054
C -0.332805 3.651194 -1.283826 0.0575 0.2038 -0.0410
C 0.468250 3.604375 -2.501129 -0.0483 -0.0163 0.0022
C 0.265798 4.711352 -3.330207 -0.0614 0.0829 -0.0080
C 0.898805 4.825737 -4.555526 -0.0030 0.0366 -0.0433
C 1.741346 3.814911 -4.981424 0.0334 -0.0427 -0.0108
C 1.953020 2.706848 -4.169915 0.0265 0.0222 -0.0226
C 1.340153 2.588047 -2.926378 0.1200 0.0665 0.0195
P 1.793142 1.114667 -1.982104 -0.2283 -0.0131 0.1093
C 3.556127 1.167904 -1.641184 0.0395 -0.0321 -0.0080
C 4.342828 2.256051 -2.001952 0.0540 -0.0189 -0.0437
C 5.695635 2.258277 -1.690854 -0.0215 0.0002 -0.0087
C 6.258170 1.187056 -1.015623 0.0042 -0.0025 -0.0053
C 5.466866 0.110566 -0.631632 0.0449 -0.0040 0.0277
C 4.118685 0.104358 -0.932519 0.0131 0.0576 0.0855
C 1.533194 -0.240841 -3.161787 -0.0438 -0.0040 -0.0980
C 2.358349 -1.366338 -3.188211 -0.0029 -0.0007 -0.0460
C 2.101201 -2.394579 -4.082803 -0.0017 -0.0314 -0.0187
C 1.029222 -2.312369 -4.960132 0.0191 -0.0048 0.0039
C 0.211395 -1.190714 -4.949741 -0.0005 0.0502 0.0344
C 0.457637 -0.161893 -4.054130 -0.0220 -0.0520 -0.0067
H -1.769485 3.933537 0.501151 0.0963 -0.0783 0.0115
H -0.943529 4.547945 -1.193045 -0.0088 0.0386 -0.0127
H -0.407777 5.498620 -3.010413 0.0352 -0.0401 -0.0114
H 0.725481 5.696550 -5.174330 0.0050 -0.0320 0.0239
H 2.239639 3.879003 -5.940649 -0.0260 0.0031 0.0392
H 2.614282 1.921403 -4.515011 0.0016 0.0010 0.0065
H 3.917871 3.111235 -2.508558 -0.0120 -0.0085 0.0035
H 6.305939 3.106769 -1.971214 -0.0140 -0.0246 0.0087
H 7.312816 1.193905 -0.773601 -0.0201 0.0029 -0.0036
H 5.901137 -0.714960 -0.083098 -0.0062 0.0156 -0.0125
H 3.501630 -0.713477 -0.578110 -0.0150 -0.0102 0.0076
H 3.223633 -1.440721 -2.547253 -0.0252 0.0058 -0.0133
H 2.754457 -3.257516 -4.102872 -0.0192 0.0251 -0.0023
H 0.838970 -3.115830 -5.659957 0.0038 0.0215 0.0152
H -0.617717 -1.111393 -5.640684 0.0201 -0.0079 0.0123
H -0.188628 0.707518 -4.063998 0.0008 0.0041 0.0207
Cl -1.305713 -3.845755 0.381097 0.0220 -0.0507 -0.0070
C 0.215951 -3.285992 1.119181 -0.3115 0.1403 0.1871
H 0.930472 -3.131143 0.323839 0.0559 0.0951 -0.1303
H 0.566779 -4.050015 1.804010 0.0212 -0.0367 0.0836
N 2.943504 2.500292 0.971534 -0.2878 0.0089 0.1068
C 1.987785 1.955362 0.619247 0.3803 0.1116 -0.1785